(1)
Below is C15H24Cl2CsFMgO5S2 as an isolated structure, with properties calculated with wB97M-V/def2-TZVPD.

XYZ file:
```
51
Properties=species:S:1:pos:R:3:forces:R:3:mulliken_charge:R:1
C 1.553 0.395 0.565 4.583 -4.982 -0.855 0.249
H 1.526 -3.718 0.390 0.066 0.105 -0.070 0.325
H 3.133 -4.426 0.508 -0.019 0.094 -0.146 0.339
O 1.311 1.430 1.581 0.760 -1.203 -3.045 -0.115
S -2.789 -1.270 0.726 -0.331 0.415 0.715 -0.243
C 0.581 0.104 -0.724 -1.020 -0.421 1.143 0.010
H 1.606 4.255 2.627 0.048 -0.230 -2.197 0.265
C 0.106 4.248 0.894 -4.159 0.497 -0.730 0.617
C -1.673 0.227 0.879 -0.690 1.518 -0.242 -0.715
H 3.171 2.410 1.989 -2.021 0.334 -1.321 0.202
H 2.918 -2.795 -0.179 -0.076 -0.126 -0.054 0.342
H 2.325 4.775 0.891 -1.368 -1.593 1.426 0.309
F -1.949 6.140 -4.135 -0.083 -0.410 0.751 -0.775
C -2.731 4.426 1.344 2.751 0.279 -2.563 0.293
C 2.489 -3.800 -0.119 -0.027 0.018 0.265 -0.957
H -1.905 5.152 -2.426 0.268 -0.056 1.672 0.412
S 0.322 -6.028 -1.015 0.629 -0.196 -4.527 1.261
Cs -0.749 1.132 3.415 0.555 1.699 3.731 1.153
C 1.626 4.024 1.480 -0.968 -0.227 -0.822 -0.725
C 2.333 -4.407 -1.498 0.382 1.672 0.118 -0.376
H 1.034 0.740 -1.627 -0.692 -1.195 1.827 0.234
H 0.666 -1.024 -1.031 -0.222 1.908 1.196 -0.037
C -3.044 4.800 -0.238 4.444 -0.820 1.672 0.011
Cl 1.751 2.340 -1.778 0.874 1.836 -1.217 -0.635
H -2.375 1.151 1.155 1.433 -1.827 -0.498 0.317
H -1.048 3.893 3.090 -0.405 1.008 -2.703 0.825
H -3.872 -1.053 1.614 1.473 0.218 -0.857 0.109
C -0.235 4.614 -0.696 -2.591 -0.021 2.507 -0.424
H -1.596 0.014 -1.389 1.363 1.262 1.802 0.467
O 2.650 -0.406 0.673 -6.737 5.363 -0.040 -0.648
H 1.068 -8.265 -0.820 -0.081 0.115 -0.058 0.333
H -0.697 -8.142 -1.070 0.059 0.197 0.013 0.381
C -0.972 0.596 -0.554 -0.363 -0.655 -0.790 -0.195
H 2.693 2.367 0.162 -1.449 0.556 2.305 0.323
O -0.543 -5.337 -1.950 0.782 -0.421 1.768 -0.613
H -4.149 5.026 -0.623 2.569 -0.561 0.708 0.089
C 0.279 -7.763 -1.383 0.158 -0.059 0.199 -0.970
O 0.187 -5.872 0.416 1.095 0.349 0.911 -0.421
O 1.875 -5.754 -1.432 -1.728 -1.288 0.728 -0.223
C 2.241 2.522 1.250 2.852 1.244 0.454 -0.530
H -0.939 0.103 1.782 -1.699 -1.409 -4.828 0.301
H 3.309 -4.422 -1.996 -0.267 -0.411 -0.013 0.291
H -1.146 1.746 -0.799 0.788 -2.416 0.754 -0.117
H 0.409 -7.906 -2.457 0.010 0.199 0.176 0.345
Cl -1.249 -5.670 1.762 -1.025 0.159 0.604 -0.034
H 1.662 -3.805 -2.125 0.010 -0.255 0.094 0.310
C -1.761 4.886 -1.272 0.783 -0.928 4.045 -0.589
Mg -5.249 5.115 1.521 -0.905 0.519 -0.358 0.185
H -3.654 4.383 2.095 2.813 -0.487 -0.945 -0.152
C -1.196 4.147 1.938 -0.434 0.915 -4.135 -1.121
H 0.692 4.701 -1.410 -2.189 -0.284 1.431 0.317
```
Positions in Å, forces in eV/Å.

DFT total energy: -2998.14712 Ha
LUMO: -5.50 eV
Frontier orbital gap: 1.190 eV
Highest occupied orbital energy: -6.7 eV

***

(2)
Below is an isolated molecule of C5H6O, with properties calculated with wB97M-V/def2-TZVPD.

XYZ file:
```
12
Properties=species:S:1:pos:R:3:forces:R:3:nbo_charge:R:1
H 1.377 -1.779 0.268 0.011 -0.164 -0.158 0.249
C -0.857 0.158 -0.398 0.479 -0.666 -0.389 -0.229
H 0.287 -2.213 -1.063 0.087 0.134 -0.038 0.218
H -1.989 1.597 0.186 -0.699 0.434 1.093 0.261
C 0.571 -0.099 -0.579 0.463 -0.041 0.270 0.513
O 1.359 0.819 -0.404 -0.163 -0.444 -0.068 -0.529
C -0.562 1.295 1.820 -0.220 0.239 -1.314 -0.017
H 1.931 -1.537 -1.396 -0.075 -0.064 0.035 0.240
C 1.057 -1.507 -0.745 0.117 -0.167 -0.086 -0.707
C -1.165 1.025 0.616 -0.092 0.815 0.731 -0.381
H -1.639 -0.195 -1.070 0.376 0.113 -0.023 0.218
H -0.383 2.299 2.212 -0.285 -0.190 -0.053 0.164
```
Positions in Å, forces in eV/Å.

DFT total energy: -269.17427 Ha
LUMO (spin up / spin down): -0.66 / -1.19 eV
Energy above the lowest of the compared OMol25 structures with the same formula, charge and spin: 451.50 kJ/mol
Frontier orbital gap (spin up / spin down): 7.775 / 7.831 eV
Highest occupied orbital energy (spin up / spin down): -8.4 / -9.0 eV

***

(3)
Below is an isolated molecule of C26H22F3N5, with properties calculated with wB97M-V/def2-TZVPD.

XYZ file:
```
56
Properties=species:S:1:pos:R:3:forces:R:3:nbo_charge:R:1
C -1.165 -1.265 -1.634 -0.011 -0.027 0.194 -0.181
C 0.183 0.153 -0.083 0.050 -0.086 -0.041 -0.123
C -0.290 1.457 -0.628 -0.242 0.517 0.133 0.354
C -1.792 -1.258 0.681 0.144 -0.123 -0.189 -0.131
H 6.866 1.083 -1.845 0.059 0.045 -0.086 0.232
H 2.370 -1.785 0.190 0.071 -0.076 0.007 0.215
H 1.409 1.532 2.702 -0.016 0.082 -0.095 0.210
C -5.024 0.406 -0.796 -0.207 -0.132 0.134 -0.267
H -3.746 0.934 2.801 0.053 -0.010 0.155 0.213
F -6.850 -0.797 0.074 0.013 -0.010 -0.003 -0.321
C 5.579 -1.206 0.976 -0.086 0.100 -0.088 -0.172
H -5.841 -0.329 2.406 -0.080 -0.059 0.071 0.232
F 8.570 -0.660 -0.970 -0.113 0.008 0.033 -0.324
C -2.124 2.085 1.010 -0.510 0.139 0.426 -0.244
C 6.494 0.453 -1.053 0.280 -0.091 0.013 -0.280
H 4.553 1.333 -0.998 -0.079 0.050 -0.053 0.223
H 1.323 -0.831 2.891 -0.019 -0.075 -0.011 0.200
C 2.847 1.152 1.168 -0.088 -0.097 0.074 -0.207
N -1.285 2.239 -0.140 1.176 -0.560 -0.675 -0.203
H -1.634 -0.917 1.692 0.040 0.045 0.116 0.218
H 3.057 -2.008 1.788 -0.003 -0.071 -0.041 0.223
C -2.213 -2.116 -1.927 -0.177 -0.110 0.024 -0.280
C -0.943 -0.833 -0.331 0.075 -0.299 0.054 -0.071
C 5.207 0.590 -0.569 0.012 -0.132 0.099 -0.167
H -1.543 1.587 1.791 -0.032 0.104 -0.099 0.244
C 7.311 -0.519 -0.505 -0.121 0.028 0.046 0.401
C -5.715 -0.106 0.285 0.176 0.114 0.031 0.394
H -3.492 -2.474 1.188 -0.105 -0.044 0.061 0.233
C -3.860 1.119 -0.568 0.037 0.046 0.130 -0.187
H 1.043 2.278 1.149 -0.003 -0.025 0.100 0.212
N 0.163 2.023 -1.724 0.605 -0.939 0.242 -0.310
C -2.834 -2.126 0.408 -0.122 -0.162 -0.184 -0.300
N 0.546 0.248 1.328 -0.119 0.189 -0.129 -0.448
H -0.514 -0.923 -2.425 0.075 0.045 -0.110 0.227
N -0.545 3.131 -1.896 0.005 0.671 -0.746 -0.062
H 5.240 -1.845 1.777 -0.041 -0.073 0.061 0.211
H -5.397 0.250 -1.796 -0.063 -0.039 -0.108 0.236
C -3.033 -2.539 -0.896 0.140 0.116 0.086 0.405
C 1.432 1.370 1.616 -0.032 0.083 0.119 -0.256
H -2.398 -2.454 -2.934 -0.042 -0.057 -0.103 0.234
H 1.043 -0.122 -0.717 -0.149 0.055 0.047 0.226
C 3.356 -0.058 0.948 -0.152 0.061 0.106 -0.001
C -5.274 0.078 1.584 -0.179 -0.076 -0.113 -0.278
H -2.391 3.094 1.343 0.149 -0.137 -0.008 0.241
C -4.105 0.784 1.794 0.039 0.136 -0.213 -0.192
C 4.731 -0.234 0.451 0.139 0.081 -0.129 -0.079
H 7.535 -2.098 0.915 0.089 -0.057 0.025 0.230
C 2.524 -1.295 1.157 -0.277 0.207 0.020 -0.452
C -3.388 1.305 0.723 -0.076 0.061 0.022 -0.044
N -1.400 3.277 -0.976 -0.971 0.674 0.646 -0.067
C 6.871 -1.352 0.507 0.214 0.038 -0.145 -0.281
C 1.176 -0.972 1.817 0.080 -0.295 0.081 -0.220
H -3.330 1.533 -1.412 0.094 0.024 -0.073 0.228
H 0.492 -1.810 1.671 0.062 0.023 0.118 0.215
H 3.450 2.039 1.043 0.206 0.085 -0.036 0.214
F -4.053 -3.374 -1.170 0.029 0.034 0.005 -0.322
```
Positions in Å, forces in eV/Å.

DFT total energy: -1577.32037 Ha
LUMO: 0.51 eV
Energy above the lowest of the compared OMol25 structures with the same formula, charge and spin: 0.00 kJ/mol
Structure (SMILES): Fc1ccc(Cn2nnnc2[C@H](c2ccc(F)cc2)N2CC=C(c3ccc(F)cc3)CC2)cc1
Frontier orbital gap: 9.321 eV
Highest occupied orbital energy: -8.8 eV

***

(4)
Below is a 2-piece molecular cluster, C6H16N2 overall, with properties calculated with wB97M-V/def2-TZVPD.

XYZ file:
```
24
Properties=species:S:1:pos:R:3:forces:R:3:nbo_charge:R:1
N -0.476 -0.319 -0.918 -1.351 1.740 0.126 -0.285
H 1.732 -1.641 2.150 -0.632 0.963 -1.007 0.287
N 0.691 0.267 1.265 7.141 4.506 9.931 -0.157
C 0.783 1.708 1.640 1.114 -0.040 -1.713 -0.446
H -2.145 -1.248 -2.036 0.172 0.929 -2.073 0.269
H 0.827 2.279 0.676 -0.432 -0.162 1.030 0.264
H -1.815 1.087 -0.164 -0.342 0.695 1.117 0.237
H 0.133 -0.256 -2.954 -0.971 0.984 -0.939 0.267
H -0.432 1.840 -1.155 0.315 0.610 0.279 0.240
H -0.018 1.958 2.290 -1.456 0.509 0.305 0.294
C 0.451 -0.574 -2.002 1.433 -0.371 -1.049 -0.449
H 1.685 1.969 2.275 -0.714 -0.986 -0.935 0.299
H -2.487 -1.099 -0.438 0.740 0.010 0.605 0.259
H 0.678 -1.594 -2.196 -0.383 -1.343 0.621 0.260
H 0.308 -2.071 0.482 -0.620 4.699 0.259 0.295
C 0.146 -0.471 0.382 -5.261 -11.627 -6.658 0.279
C -1.163 1.079 -0.996 1.167 -1.558 -0.248 -0.382
C -1.644 -1.264 -1.118 0.287 -2.194 2.091 -0.421
C 1.533 -0.545 2.286 0.585 -0.612 -1.484 -0.446
H 1.411 -0.181 -1.829 1.075 1.121 0.475 0.239
H -1.231 -2.296 -1.064 -0.398 0.637 0.426 0.244
H 2.475 -0.048 2.400 0.593 0.500 -0.127 0.272
H -1.773 0.971 -1.839 -0.824 0.282 -1.458 0.253
H 1.159 -0.589 3.303 -1.239 0.708 0.423 0.326
```
Positions in Å, forces in eV/Å.

2S+1: 3
DFT total energy: -346.71735 Ha
LUMO (spin up / spin down): -8.15 / -13.86 eV
Total charge: +2
Energy above the lowest of the compared OMol25 structures with the same formula, charge and spin: 193.08 kJ/mol
Frontier orbital gap (spin up / spin down): 8.559 / 6.813 eV
Highest occupied orbital energy (spin up / spin down): -16.7 / -20.7 eV